Entry 1
ORCA calculation (ωB97M-V/def2-TZVPD) on the ion C2H2NO2 with charge -1.

Each atom is followed by the atoms it is bonded to, with distances in Å.
Geometry (Å):
1 C -0.7087 -0.8357 0.4361  N2 1.243, H6 1.207, H7 1.141
2 N -0.3626 0.3572 0.4854  C1 1.243, C3 1.500
3 C 0.7310 0.9468 -0.3553  N2 1.500, O4 1.233, O5 1.249
4 O 1.9183 0.8708 -0.0329  C3 1.233
5 O 0.2428 1.4791 -1.3744  C3 1.249
6 H -1.8312 -1.1608 0.7372  C1 1.207
7 H 0.0103 -1.6575 0.1038  C1 1.141

HOMO level (eV): -3.91
SMILES: C=NC(=O)[O-]
LUMO (eV): 4.4
Net charge: -1
Kohn-Sham gap (eV): 8.359

Entry 2
ORCA calculation (ωB97M-V/def2-TZVPD) on a cluster of 2 separate species, C2H2NO2 in total.

Each atom is followed by the atoms it is bonded to, with distances in Å.
Geometry (Å):
1 C -0.7902 -0.7032 -0.0343  N3 1.234, H6 1.150, H7 1.203
2 C -2.6469 2.6505 -1.2990  O4 1.176, O5 1.175
3 N -0.8262 0.5033 0.2235  C1 1.234
4 O -2.3514 3.4251 -0.4651  C2 1.176
5 O -2.9965 1.8713 -2.1061  C2 1.175
6 H -0.6160 -1.5942 0.6719  C1 1.150
7 H -0.9983 -1.1389 -1.1365  C1 1.203

HOMO level (eV): -0.94
LUMO (eV): 3.6
Net charge: -1
Kohn-Sham gap (eV): 4.550

Looking at the structures above, entry 1 is most stable, and the difference to the next one is 30.3 kcal/mol.